{"formula": "C28H48N13O4P2", "method": "wB97M-V/def2-TZVPD", "homo_lumo_gap_ev": 10.03, "e_lumo_ev": -2.2, "charge": 1, "homo_ha": -0.45047, "elements": ["O", "P", "O", "O", "P", "C", "C", "O", "C", "C", "N", "H", "H", "H", "H", "H", "H", "H", "H", "H", "H", "H", "H", "C", "C", "N", "H", "H", "H", "C", "C", "N", "H", "H", "H", "C", "C", "N", "H", "H", "H", "C", "C", "N", "H", "H", "H", "C", "C", "N", "H", "H", "H", "C", "C", "N", "H", "H", "H", "C", "C", "N", "H", "H", "H", "C", "C", "N", "H", "H", "H", "C", "C", "N", "H", "H", "H", "C", "C", "N", "H", "H", "H", "C", "C", "N", "H", "H", "H", "C", "C", "N", "H", "H", "H"], "coordinates": [[-0.39825, -2.37148, 0.02999], [-0.04891, -1.48425, -1.10515], [0.35322, -2.38926, -2.35939], [1.30469, -0.72016, -0.74446], [-1.56449, -0.01915, -1.57776], [-3.20061, -0.84088, -1.39838], [-4.33385, 0.12122, -1.67764], [-5.56810, -0.27468, -1.11098], [-5.73819, -1.66168, -0.92570], [-4.59462, -2.33863, -0.13675], [-3.46358, -1.37427, -0.00651], [0.03346, -1.99184, -3.18648], [1.25736, -0.48390, 0.19620], [-1.42581, 0.92342, -0.53792], [-3.22117, -1.68663, -2.07749], [-4.39992, 0.34700, -2.73281], [-4.06222, 1.06320, -1.19631], [-5.91502, -2.19522, -1.85345], [-6.63910, -1.77716, -0.34486], [-4.21706, -3.15108, -0.74105], [-4.87542, -2.76600, 0.81452], [-3.80310, -0.57730, 0.53570], [-2.62924, -1.80606, 0.40344], [-1.13401, -5.24792, -4.48143], [-1.75119, -3.93948, -4.32287], [-2.18743, -2.90301, -4.15702], [-0.84769, -5.63066, -3.50611], [-1.83310, -5.93798, -4.94985], [-0.24891, -5.16081, -5.10280], [1.85475, -4.92643, -0.90628], [1.66232, -5.72705, -2.11324], [1.51204, -6.34432, -3.06112], [2.42894, -4.03310, -1.14437], [0.88801, -4.62924, -0.50336], [2.38747, -5.51041, -0.15985], [0.20677, -1.50230, 3.11210], [1.23183, -0.52761, 2.75206], [2.01346, 0.25455, 2.46966], [-0.63754, -0.99500, 3.57470], [-0.12200, -2.01226, 2.20860], [0.60337, -2.23671, 3.80965], [-1.16538, 0.41905, 6.71985], [-1.61069, -0.91518, 6.31647], [-1.92330, -1.95329, 5.96401], [-1.35954, 1.13143, 5.92019], [-1.69682, 0.73386, 7.61464], [-0.09902, 0.40047, 6.93323], [2.19389, 3.34482, 6.27530], [1.64580, 2.82606, 7.52931], [1.21958, 2.42913, 8.50959], [3.00494, 2.70519, 5.93425], [1.41499, 3.37116, 5.51607], [2.57701, 4.35073, 6.43019], [1.42938, -7.43442, -7.69200], [0.78086, -6.13477, -7.53510], [0.28041, -5.11796, -7.41248], [1.72034, -7.81726, -6.71580], [0.74176, -8.13349, -8.16269], [2.31499, -7.32922, -8.31440], [2.34993, 3.32640, -0.32067], [1.33200, 2.69984, -1.15680], [0.49785, 2.20862, -1.75848], [1.93201, 4.20991, 0.15742], [2.67675, 2.62613, 0.44646], [3.20671, 3.61898, -0.92410], [-3.84642, 4.77230, -2.33066], [-4.30811, 4.02102, -1.16396], [-4.66782, 3.44516, -0.24747], [-2.99290, 4.26748, -2.77875], [-4.64821, 4.84272, -3.06243], [-3.54822, 5.77335, -2.02742], [1.10752, -9.07068, 0.47388], [1.69631, -7.88902, 1.10073], [2.16063, -6.97007, 1.59005], [1.31427, -9.05977, -0.59448], [1.53458, -9.96940, 0.91297], [0.03132, -9.07203, 0.63138], [2.93960, 7.08934, -1.90705], [3.92112, 6.68186, -0.90304], [4.63122, 6.29594, -0.09951], [2.35099, 7.91967, -1.53218], [3.44788, 7.39588, -2.81906], [2.27519, 6.25837, -2.12962], [6.05133, 5.94878, 3.18060], [5.34683, 5.22354, 4.23744], [4.79800, 4.65492, 5.05899], [6.95369, 5.41100, 2.89899], [5.41061, 6.04338, 2.30618], [6.32259, 6.94222, 3.53124], [0.06460, 8.21937, 1.00300], [-0.09711, 7.54130, -0.28285], [-0.22302, 7.01793, -1.28790], [0.65143, 9.12579, 0.86972], [-0.91169, 8.48188, 1.40391], [0.57524, 7.56247, 1.70390]], "forces_ev_per_angstrom": [[-1.11, 0.04, 0.19], [1.32, -1.62, 1.31], [-0.67, 1.38, -0.01], [-0.74, 0.24, -0.53], [0.13, 1.12, -2.13], [0.74, -0.43, 0.88], [0.28, 0.91, 0.21], [0.39, -0.21, 0.34], [-0.34, -0.20, 0.35], [0.16, -0.30, -0.60], [-0.88, -0.17, -0.37], [0.13, -0.32, -0.25], [0.44, 0.17, 0.13], [-0.20, -0.52, 0.29], [0.18, -0.28, -0.11], [-0.12, -0.29, -0.45], [-0.30, 0.23, 0.09], [0.19, 0.03, -0.39], [-0.37, 0.14, 0.13], [0.27, -0.30, -0.03], [-0.11, 0.31, 0.39], [0.34, -0.02, 0.37], [0.21, 0.04, 0.01], [-0.21, -0.01, 0.04], [0.73, -1.46, -0.20], [-0.69, 1.58, 0.44], [0.02, -0.01, 0.02], [-0.01, 0.03, -0.05], [0.02, 0.01, -0.03], [0.05, -0.04, -0.11], [0.21, 0.67, 0.89], [-0.14, -0.60, -0.76], [-0.02, 0.01, -0.05], [0.02, 0.03, 0.02], [-0.02, 0.05, 0.00], [0.05, -0.02, -0.01], [-0.82, -0.76, 0.39], [0.64, 0.74, -0.54], [0.01, -0.03, 0.07], [0.00, -0.06, -0.02], [0.01, 0.04, 0.05], [-0.06, -0.19, 0.04], [0.40, 1.09, 0.26], [-0.33, -0.91, -0.39], [-0.02, 0.01, 0.00], [0.04, 0.04, 0.03], [0.01, 0.03, 0.07], [-0.10, -0.10, 0.24], [0.41, 0.43, -0.98], [-0.45, -0.42, 0.80], [0.03, 0.11, 0.00], [-0.03, 0.00, -0.02], [0.07, -0.08, -0.04], [-0.06, 0.10, 0.03], [0.53, -0.95, -0.17], [-0.44, 0.87, 0.12], [0.01, 0.00, 0.01], [0.00, -0.01, -0.01], [0.01, -0.01, -0.01], [0.04, -0.03, -0.11], [0.68, 0.49, 0.75], [-0.65, -0.40, -0.57], [0.01, 0.03, 0.00], [0.00, -0.02, 0.02], [0.02, 0.01, 0.02], [-0.06, -0.08, 0.10], [0.35, 0.63, -0.85], [-0.21, -0.65, 0.74], [0.03, 0.02, 0.00], [-0.01, 0.01, -0.01], [0.03, 0.01, -0.01], [0.06, 0.10, 0.04], [-0.42, -0.94, -0.41], [0.36, 0.75, 0.44], [0.00, 0.00, -0.01], [0.00, -0.02, 0.00], [-0.01, -0.02, 0.00], [0.37, 0.05, -0.04], [-0.90, 0.16, -0.77], [0.68, -0.28, 0.77], [-0.04, 0.04, -0.03], [0.01, 0.01, -0.01], [-0.06, 0.01, 0.01], [-0.12, -0.05, 0.09], [0.60, 0.56, -0.82], [-0.48, -0.45, 0.65], [0.01, -0.02, 0.01], [0.03, -0.01, -0.05], [0.02, 0.00, 0.03], [-0.01, -0.07, -0.13], [0.02, 0.52, 1.01], [-0.14, -0.52, -0.83], [0.00, 0.02, 0.01], [-0.01, 0.01, 0.01], [0.01, 0.01, 0.02]]}

=====

{"formula": "C12H40O14", "method": "wB97M-V/def2-TZVPD", "homo_lumo_gap_ev": 9.55, "e_lumo_ev": 0.1, "charge": 0, "smiles": "OCCO.OCCO.OCCO.OCCO.OCCO.OCCO.O.O", "de_lowest_kcal_mol": 3.7, "homo_ha": -0.34586, "elements": ["O", "C", "C", "O", "H", "H", "H", "H", "H", "H", "O", "C", "C", "O", "H", "H", "H", "H", "H", "H", "O", "C", "C", "O", "H", "H", "H", "H", "H", "H", "O", "C", "C", "O", "H", "H", "H", "H", "H", "H", "O", "C", "C", "O", "H", "H", "H", "H", "H", "H", "O", "C", "C", "O", "H", "H", "H", "H", "H", "H", "O", "H", "H", "O", "H", "H"], "coordinates": [[3.87289, 2.43617, 3.23407], [3.93356, 1.41851, 2.23725], [2.53226, 1.23326, 1.68984], [2.25938, 2.00485, 0.52576], [4.76565, 2.63349, 3.53172], [4.60852, 1.72675, 1.43588], [4.27905, 0.47081, 2.66505], [1.79753, 1.46231, 2.47110], [2.36570, 0.18557, 1.43049], [2.17642, 2.93103, 0.77708], [-4.90980, -0.93805, 0.64391], [-5.04966, -0.63636, -0.74906], [-3.79223, 0.03627, -1.20595], [-2.75029, -0.92261, -1.34798], [-5.57846, -1.58919, 0.87362], [-5.21584, -1.54725, -1.33176], [-5.88985, 0.05333, -0.89111], [-3.52087, 0.79910, -0.46177], [-3.97358, 0.56840, -2.14790], [-1.92184, -0.43609, -1.18688], [-1.24538, -3.33485, -0.72197], [-1.23046, -3.53032, 0.67720], [-1.17821, -2.25262, 1.46506], [0.05167, -1.55062, 1.34154], [-1.75884, -2.53092, -0.90707], [-2.13708, -4.07086, 0.99385], [-0.36719, -4.15921, 0.90682], [-1.38275, -2.46991, 2.52216], [-1.96460, -1.56735, 1.14907], [0.73088, -1.97178, 1.87426], [-2.61235, 0.46120, 3.56800], [-2.08357, 0.98392, 2.35967], [-2.11388, 2.49112, 2.37487], [-1.23148, 2.99879, 1.35106], [-3.55550, 0.30999, 3.44861], [-1.04982, 0.64858, 2.27134], [-2.61829, 0.59282, 1.48888], [-1.75065, 2.80670, 3.35900], [-3.13552, 2.87195, 2.27249], [-0.76231, 3.75713, 1.70796], [3.58269, -2.11798, -0.58870], [2.61620, -3.11756, -0.71676], [1.67829, -2.89378, -1.89243], [2.36465, -2.41568, -3.04594], [3.32434, -1.34233, -1.12825], [3.14630, -4.07451, -0.84532], [2.00427, -3.22547, 0.18830], [0.94345, -2.13431, -1.62659], [1.14254, -3.81128, -2.14455], [3.14698, -2.96033, -3.18783], [1.01048, 1.61555, -3.02346], [2.23044, 1.20309, -3.64480], [3.43112, 1.34638, -2.73600], [3.27741, 0.52306, -1.57885], [1.00498, 1.25707, -2.12569], [2.15272, 0.15887, -3.96981], [2.38596, 1.81419, -4.53731], [3.54473, 2.39752, -2.45600], [4.32317, 0.99989, -3.26872], [2.97986, 1.05291, -0.81231], [-2.52383, 3.92778, -1.09406], [-2.02173, 3.46604, -0.39978], [-3.28485, 4.30205, -0.63983], [-0.55954, 0.50653, -0.47196], [-0.12815, -0.18820, 0.06941], [-0.36571, 1.33645, -0.01894]], "forces_ev_per_angstrom": [[0.01, 0.10, 0.01], [-0.18, 0.06, 0.17], [-0.19, -0.37, 0.32], [-0.16, 0.14, 0.08], [-0.01, 0.02, 0.01], [0.00, -0.21, -0.13], [0.04, 0.08, -0.01], [0.16, 0.06, 0.04], [0.12, 0.09, -0.30], [0.10, -0.03, -0.08], [-0.04, -0.13, -0.03], [-0.08, 0.10, 0.21], [0.19, 0.10, -0.06], [0.00, 0.29, 0.12], [0.03, 0.00, 0.07], [-0.01, 0.04, 0.01], [-0.01, -0.09, -0.07], [0.01, -0.09, -0.13], [0.05, -0.15, 0.00], [-0.03, 0.13, -0.14], [0.18, 0.22, 0.15], [-0.40, -0.18, -0.32], [-0.21, -0.06, 0.72], [0.22, 0.35, -0.14], [-0.22, -0.26, -0.12], [0.12, 0.00, 0.03], [0.02, -0.04, 0.04], [0.08, -0.01, -0.07], [0.00, -0.02, -0.20], [0.02, -0.11, -0.06], [-0.14, 0.01, -0.04], [-0.05, -0.34, -0.29], [0.43, 0.30, 0.48], [-0.29, -0.21, 0.12], [0.05, -0.03, -0.01], [0.02, 0.01, 0.12], [0.02, -0.01, 0.08], [-0.04, 0.02, -0.09], [0.10, 0.07, -0.26], [-0.05, 0.06, -0.08], [0.01, 0.71, 0.10], [-0.09, -0.77, -0.30], [0.06, 0.08, -0.16], [0.09, 0.07, 0.00], [0.22, -0.16, 0.17], [-0.04, 0.09, 0.01], [0.00, 0.06, 0.03], [-0.01, 0.04, -0.17], [-0.12, -0.02, 0.25], [-0.05, 0.00, 0.03], [0.61, 0.16, -0.13], [-0.33, -0.22, 0.01], [-0.25, -0.21, 0.05], [-0.03, 0.15, 0.36], [-0.18, -0.21, -0.12], [0.00, 0.00, 0.09], [-0.14, 0.10, 0.07], [0.13, -0.03, 0.09], [-0.03, 0.15, 0.08], [0.12, 0.01, -0.61], [0.07, -0.16, 0.14], [-0.20, 0.22, -0.14], [0.04, -0.01, -0.01], [0.46, -0.33, 0.13], [-0.11, 0.30, -0.12], [-0.10, 0.07, 0.01]]}